[1]
88
Properties=species:S:1:pos:R:3:forces:R:3:mulliken_spin:R:1 method="wB97M-V/def2-TZVPD" e_tot_ha=-3728.731511 s2=3.848 spin_multiplicity=4 charge=0
Co 1.067654 -0.575956 -5.308070 0.1358 -1.6911 1.2809 0.92
C -3.379252 0.686623 -0.355501 -1.6933 0.3145 3.5715 0.77
C -2.730662 0.630981 -1.561243 0.7996 -0.6588 -2.4215 0.59
C -3.278070 1.388606 -2.715757 0.1800 0.2016 -0.9400 0.10
C -2.112455 2.271762 -3.225809 -0.3858 -0.0537 -0.4535 0.07
C -1.472092 3.079012 -2.121965 -0.3138 0.0667 -0.1333 0.05
C -1.939502 3.289675 -0.881283 0.2875 1.1258 -0.1630 -0.01
C -3.336734 3.176043 -0.336728 -0.0923 -0.6182 0.6028 0.00
C -3.454773 1.906864 0.522414 0.4494 -0.3177 -0.0415 0.11
C 2.481838 -1.629877 -3.935556 3.7199 -2.5300 -0.9489 0.00
H -3.936756 -0.125837 0.069469 -0.4770 -0.6784 -0.2529 0.01
H -1.880021 -0.020784 -1.759018 0.1227 0.2888 0.0654 0.25
H -4.111637 2.058041 -2.422631 0.3594 -0.8953 -0.3873 -0.02
H -3.610336 0.695929 -3.519994 0.0524 0.4556 0.2181 0.04
H -1.391478 1.637835 -3.793160 -0.0066 0.2842 0.8347 -0.01
H -2.446812 2.955074 -4.002331 -0.3378 0.2751 -0.2095 -0.02
H -0.594038 3.614711 -2.463655 0.6118 -0.4389 0.4831 0.01
H -1.285700 3.752566 -0.118939 -0.0613 0.0331 -0.7598 0.00
H -4.117827 3.187021 -1.104105 0.3026 0.0788 0.2989 -0.01
H -3.543289 4.029320 0.314898 0.2357 0.1253 -0.1408 -0.01
H -2.607764 1.831881 1.231698 -0.1022 0.4790 -0.0276 0.04
H -4.354464 1.915691 1.152507 0.0679 -0.1490 -0.2868 0.01
H 2.176641 -2.658599 -3.613046 0.1940 0.9660 0.1613 0.00
H 3.377380 -1.299198 -3.331946 -0.5575 -0.9077 -0.7564 -0.01
H 3.001577 -1.886497 -4.933719 -1.3006 1.0996 0.6617 0.00
P -0.052877 -2.007620 -6.757836 -0.0382 -2.0275 -0.0658 -0.05
P 1.607414 0.610967 -6.932111 1.2197 0.4497 -0.0965 0.00
C -0.912106 -0.472560 -6.989074 0.0887 0.6772 -0.5722 -0.01
C -0.183583 0.681509 -7.067307 -0.3424 -0.6870 -1.2127 -0.04
C -0.272817 -2.996637 -8.322137 -0.5377 0.2315 -0.0405 -0.01
C -1.147440 -2.519234 -9.309162 0.4512 -0.2530 -0.2123 0.00
C -1.257217 -3.194902 -10.525660 0.1240 -0.1419 -0.0084 0.00
C -0.545787 -4.374106 -10.746921 0.1156 0.0950 0.3180 0.00
C 0.223590 -4.915509 -9.711790 -0.0139 0.1577 0.3728 0.00
C 0.339686 -4.257982 -8.479559 -0.0432 0.5525 -0.2627 0.00
C -1.266980 -2.913196 -5.726812 -0.2711 -0.7823 -0.2940 0.00
C -0.739293 -2.941980 -4.453296 1.4282 1.4712 0.9690 0.03
C -1.513374 -2.987010 -3.318606 -0.4129 -1.3649 0.0626 0.01
C -2.714744 -3.684325 -3.476224 0.1050 0.5144 -0.1560 -0.01
C -3.189558 -3.976920 -4.756982 -0.2536 -0.0215 -0.8114 0.00
C -2.548025 -3.473422 -5.916813 0.1410 -0.1801 0.6917 -0.01
C 2.245404 0.851031 -8.638805 -0.9174 0.5804 -0.9380 -0.01
C 1.973787 -0.129835 -9.620161 0.3634 0.1557 0.2073 0.01
C 2.477973 0.008809 -10.911708 0.2534 0.1021 -0.2042 -0.01
C 3.223048 1.138276 -11.273657 -0.0853 0.1065 0.3798 0.01
C 3.329847 2.198423 -10.365521 -0.0930 -0.5351 -0.1819 0.00
C 2.801415 2.069435 -9.079531 0.2520 -0.1405 0.0632 0.01
C 2.066987 2.146130 -6.080751 0.0595 0.4491 -0.8396 0.01
C 3.399964 2.319843 -5.675657 -0.2890 0.4022 0.0867 0.00
C 3.814694 3.566436 -5.195596 -0.1902 -0.1788 -0.0012 0.00
C 2.895607 4.626607 -5.139759 0.2096 -0.1477 -0.0108 0.01
C 1.569184 4.444245 -5.546474 0.2194 -0.0790 0.3062 -0.01
C 1.146938 3.191120 -5.991360 0.4381 0.5040 0.2317 -0.01
H -1.990157 -0.595452 -7.101597 -0.0288 0.8347 0.0584 0.00
H -0.538758 1.603860 -7.506780 -0.9129 0.2114 0.5714 0.01
H -1.732029 -1.612198 -9.134427 0.3407 -0.1919 -0.1807 0.00
H -1.871010 -2.786941 -11.320355 -0.0747 -0.0311 0.0783 0.00
H -0.588211 -4.877950 -11.713784 -0.0396 0.1501 0.2917 0.00
H 0.760139 -5.848123 -9.861627 -0.1427 0.0617 0.0034 0.00
H 0.905089 -4.703702 -7.644392 -0.1569 0.3157 -0.5751 0.00
H 0.351062 -2.782347 -4.355453 -0.9509 0.3399 0.0489 -0.03
H -1.134796 -2.608696 -2.369974 -0.0347 -0.5279 -0.0558 0.01
H -3.228306 -4.023659 -2.594318 -0.4453 0.0666 0.0938 0.00
H -4.098803 -4.585843 -4.881053 0.4289 0.4478 0.1382 0.00
H -3.018945 -3.607794 -6.903164 0.3586 0.2146 0.5020 0.00
H 1.358378 -1.004476 -9.393386 0.3419 0.1558 0.1166 0.00
H 2.318876 -0.776656 -11.655816 -0.0282 0.2069 0.3330 0.00
H 3.707857 1.199237 -12.251653 -0.3158 0.0040 0.2819 0.00
H 3.830920 3.119466 -10.659142 -0.1493 -0.1668 0.0866 0.00
H 2.832238 2.952893 -8.439422 0.1295 -0.4397 0.1106 0.00
H 4.095637 1.479176 -5.740407 -0.1770 0.2786 -0.0057 0.00
H 4.856137 3.699434 -4.868826 -0.5813 0.0267 -0.1491 0.00
H 3.229998 5.594668 -4.760508 -0.1615 -0.2546 -0.1736 0.00
H 0.866744 5.278671 -5.506897 0.1896 -0.2383 0.0451 0.00
H 0.106026 3.039439 -6.265064 0.2472 0.1269 -0.0062 0.00
C 1.539121 -0.569019 -3.416151 -1.5715 1.2101 4.9759 -0.11
C 1.405641 -0.444207 -2.129454 0.1639 0.0259 -4.5056 0.22
C 1.400582 -0.410528 -0.710108 -0.6945 0.7215 2.6031 0.06
C 0.404376 0.384674 -0.055076 0.3892 -0.3999 -0.4480 0.03
C 0.182856 0.363607 1.318582 -0.3577 -0.2419 -0.0419 0.00
C 0.932405 -0.450371 2.165864 0.1492 0.3065 -0.6775 0.02
C 2.046101 -1.060417 1.595022 -0.0240 -0.2348 -0.1439 -0.01
C 2.281720 -1.073023 0.210876 -0.7218 0.3559 -0.6871 0.03
H -0.223812 0.995539 -0.688640 -0.0722 0.0730 0.0962 -0.03
H -0.634844 0.951755 1.729672 0.0838 -0.0781 -0.1477 -0.01
H 0.656471 -0.606180 3.214361 0.3383 0.3026 -0.3976 0.00
H 2.732945 -1.543213 2.280312 0.0966 -0.2984 -0.3119 0.00
H 3.114295 -1.629302 -0.186877 0.2127 -0.0987 0.0358 0.00

=====

[2]
14
Properties=species:S:1:pos:R:3:forces:R:3:lowdin_charge:R:1 method="wB97M-V/def2-TZVPD" e_tot_ha=-2887.359254 charge=0 relative_energy_ev=1.407
Li 1.554638 1.110963 -2.026133 -0.4498 -0.2781 0.4613 0.68
Br 0.287772 0.282647 -0.170723 0.3572 0.2437 -0.6389 -0.07
O -0.411261 -1.965385 -2.945065 0.2370 0.0608 0.0522 -0.09
H -0.180071 -1.485052 -2.136717 -0.1849 -0.0971 0.0790 -0.09
H -0.227351 -2.889922 -2.742127 -0.0390 0.1211 -0.0145 0.04
O -2.212536 2.875955 -0.430402 0.0682 -0.1645 -0.0278 -0.10
H -2.865659 2.677145 0.249205 0.0842 0.0149 -0.0712 0.03
H -1.634162 2.097884 -0.451578 -0.0981 0.1257 0.1104 -0.09
O 3.319152 0.479965 1.704394 -0.2769 -0.0497 -0.1061 -0.09
H 2.385455 0.385568 1.444411 0.3583 0.0427 0.0570 -0.07
H 3.718548 1.023788 1.019324 -0.0577 0.0040 0.0781 0.01
O -1.040658 -1.789803 2.376500 -0.0469 0.1086 -0.2023 -0.09
H -0.754415 -1.323312 1.575443 -0.0578 -0.1061 0.2511 -0.09
H -1.939449 -1.480442 2.533474 0.1062 -0.0260 -0.0285 0.03

=====

[3]
80
Properties=species:S:1:pos:R:3:forces:R:3:lowdin_charge:R:1 method="wB97M-V/def2-TZVPD" e_tot_ha=-2182.189749 charge=+2 relative_energy_ev=0.000
Pb 0.469317 -1.361982 -0.014069 -0.1995 -1.1004 1.8569 1.44
C -0.740784 -3.115791 3.362860 0.0057 0.3742 0.3959 -0.18
C 0.566887 -3.518965 2.976328 1.3145 1.1924 -0.7741 -0.24
C 0.767353 -1.685759 4.338635 -2.6216 0.3801 0.5446 -0.18
C -0.613695 -1.984796 4.210966 1.6200 0.5061 0.3588 -0.20
C 1.499439 -2.632418 3.575612 -0.4980 -1.4978 -1.5667 -0.19
C -1.998173 -3.794576 2.983019 -0.3483 0.0220 -0.0448 -0.01
H -1.995347 -4.074695 1.919869 -0.0509 -0.0483 0.2513 0.08
H -2.863258 -3.148324 3.176343 0.1623 -0.2579 -0.0864 0.08
H -2.132387 -4.720467 3.567000 0.0312 0.2092 -0.1987 0.12
C -1.711847 -1.227557 4.848281 -0.3734 0.2470 0.2507 -0.02
H -2.650290 -1.791956 4.799653 0.1513 0.2386 0.1595 0.08
H -1.874297 -0.255973 4.356448 -0.0330 -0.1582 0.1479 0.07
H -1.475850 -1.026511 5.903929 -0.2120 -0.0217 -0.2639 0.09
C 1.337567 -0.556173 5.101417 0.2262 0.1796 0.3423 0.00
H 0.776831 -0.398391 6.034600 0.2019 0.0497 -0.2635 0.10
H 1.293296 0.383596 4.524935 0.0137 -0.1853 0.1707 0.08
H 2.389337 -0.747604 5.350983 -0.2626 0.1628 0.0258 0.09
C 2.968839 -2.700320 3.442199 0.3914 0.0566 -0.0153 -0.02
H 3.410126 -3.369896 4.197522 -0.0712 0.1536 -0.1767 0.11
H 3.413458 -1.708371 3.581315 0.0436 -0.2174 -0.0236 0.08
H 3.255757 -3.083281 2.454981 0.0509 -0.0033 0.2431 0.08
C 0.900257 -4.655102 2.093472 0.2032 -0.8101 -0.1204 -0.06
H 1.189148 -5.537563 2.683186 -0.0594 0.0549 -0.2337 0.10
H 1.745603 -4.425632 1.432353 -0.1187 -0.1394 0.1064 0.07
H 0.043991 -4.945461 1.474183 0.1856 -0.0309 0.0645 0.07
C -1.354366 1.236316 -4.643162 -0.7709 -0.2652 -0.2153 -0.13
C -1.655576 -0.062638 -4.504214 -0.7537 0.9358 -0.5752 -0.14
C -1.017643 -1.183070 -5.257123 0.0427 -0.3633 -0.3203 -0.17
C 0.499101 -1.037593 -5.513556 -0.3841 -0.2745 -0.3580 -0.17
C 1.302951 -0.368415 -4.435872 0.7193 0.7265 -0.2850 -0.11
C 1.640936 0.939402 -4.436933 0.3783 -0.7839 -0.3930 -0.14
C 1.006848 2.050334 -5.216083 -0.1057 0.0392 -0.5538 -0.16
C -0.446241 1.804129 -5.688163 0.4930 0.3634 -0.1563 -0.16
H -1.505328 -1.262799 -6.242498 0.0032 -0.1378 0.2713 0.13
H 0.648441 -0.522281 -6.477091 0.0857 -0.1870 0.5249 0.12
H -1.220104 -2.136693 -4.746790 0.0136 0.2291 -0.0727 0.11
H -0.453416 1.180258 -6.593175 -0.0516 0.2188 0.3466 0.12
H -1.904993 1.995893 -4.068508 0.0547 -0.4975 -0.2587 0.10
H -2.586283 -0.316756 -3.990747 0.4730 0.1148 0.1975 0.09
H -0.857510 2.785461 -5.977085 0.1347 -0.3789 -0.0330 0.13
H 1.031782 2.968404 -4.601705 0.0712 -0.2877 -0.1403 0.11
H 2.566027 1.268491 -3.953030 -0.5292 -0.1036 0.4040 0.09
H 1.627521 2.269491 -6.102949 -0.1408 0.0672 0.2880 0.14
H 0.915735 -2.050381 -5.650562 -0.1303 0.3988 -0.0011 0.13
H 1.767849 -1.054247 -3.717296 0.1799 0.2801 -0.4526 0.09
P -1.666082 0.633107 -0.938174 0.4519 -0.1991 -0.8616 0.91
C -3.142679 1.504997 -1.538965 -0.3456 0.5171 0.5161 -0.20
C -1.940384 -1.060775 -1.622102 -0.0823 -0.4595 0.2820 -0.34
P 1.311582 1.328821 -0.805538 -0.3296 0.3013 -1.0257 0.89
C -0.203698 1.308625 -1.856366 0.3073 0.1080 -0.0481 -0.49
C 2.544303 0.131091 -1.484323 0.2697 -0.1566 0.0990 -0.30
C 2.196741 2.893496 -1.115815 0.0930 0.3878 0.2454 -0.17
H -3.598703 1.935016 -0.641266 -0.1833 0.1348 -0.3077 0.05
H -3.867319 0.827442 -2.003640 0.2744 0.0957 0.1038 0.06
H -2.889366 2.308678 -2.235072 -0.0342 -0.1090 0.1759 0.05
H -1.125568 -1.384386 -2.283147 -0.2576 -0.0140 -0.0527 0.01
H -2.888134 -1.091587 -2.173968 0.3464 -0.1718 0.1424 0.06
H -2.039326 -1.775233 -0.781845 -0.1427 0.1018 -0.3281 0.02
H 1.708156 3.380214 -1.978884 0.2811 -0.0850 0.4242 0.06
H 3.251060 2.674064 -1.363842 -0.5178 0.0906 0.1491 0.07
H 2.174450 3.548281 -0.228960 -0.0766 -0.1897 -0.4345 0.07
H -0.390623 2.352881 -2.165358 -0.0265 -0.4487 0.0512 0.08
H 0.001496 0.712392 -2.753871 -0.1133 0.3152 0.0570 0.01
H 3.333332 -0.023889 -0.725264 -0.3307 -0.0031 -0.2457 0.08
H 3.002446 0.566069 -2.385023 -0.1235 -0.2704 0.4635 0.04
H 2.107030 -0.841228 -1.778773 0.4513 0.4574 0.0230 -0.04
O -1.268097 1.127479 1.774047 1.4389 -0.5837 -0.4243 0.01
B 0.006925 0.806558 1.100915 -0.1059 1.4816 2.0222 -0.78
O 1.023816 1.615786 1.797152 -1.0156 -1.2535 -0.1164 0.01
C 0.380622 2.305035 2.778607 -0.5766 0.5350 0.1154 -0.23
C 0.900709 3.345757 3.529701 0.1845 0.2257 0.1528 0.02
C 0.002491 4.150871 4.228859 0.4254 -0.2457 -0.0247 -0.05
C -1.364435 3.879007 4.211058 -0.5701 -0.5647 0.0374 -0.05
C -1.886945 2.779139 3.518415 -0.0460 0.0407 -0.0466 0.03
C -0.990959 2.015680 2.775281 0.5569 0.7038 -0.2363 -0.21
H 1.968413 3.547501 3.528984 -0.1728 0.0292 -0.0253 0.13
H 0.371616 5.002322 4.797530 -0.0614 -0.2161 -0.1467 0.12
H -2.045535 4.527972 4.759238 0.1568 -0.1855 -0.1178 0.12
H -2.954346 2.549478 3.500933 0.3383 0.1799 0.0141 0.13